No. 1
This record from OMol25 describes the molecule CHF3N2 in a non-equilibrium geometry. The level of theory is ωB97M-V with the def2-TZVPD basis set.

**Spin multiplicity**: 1
**Energy relative to the best compared isomer or geometry (same formula, charge and spin)**: 129.79 kcal per mole
**Calculated total energy**: -12181.1570 eV
**Strongest force on any atom**: 3.8 eV Å⁻¹
**LUMO**: 0.027 Eh
**Structure (SMILES)**: [H]/N=C(\F)N(F)F

CARTESIAN COORDINATES (ANGSTROEM)
H (0.13, 1.28, 1.32)
N (-0.62, 0.66, 1.29)
C (-1.21, 0.37, 0.23)
F (-0.86, 0.62, -1.03)
N (-2.48, -0.55, 0.20)
F (-3.32, 0.16, 1.03)
F (-3.12, -0.51, -1.05)

Atom charges from the Löwdin analysis, given in e for atoms 1 to 5: atom 1 (H): 0.059, atom 2 (N): 0.219, atom 3 (C): -0.362, atom 4 (F): 0.100, atom 5 (N): 0.009

---

No. 2
This record from OMol25 describes an isolated ion of composition CHF3N3 and charge +1 in a non-equilibrium geometry. The level of theory is ωB97M-V with the def2-TZVPD basis set.

**Spin multiplicity**: 1
**Net charge**: +1
**Energy relative to the best compared isomer or geometry (same formula, charge and spin)**: 108.60 kcal per mole
**Calculated total energy**: -13656.7846 eV
**Strongest force on any atom**: 4.4 eV Å⁻¹
**LUMO**: -0.277 Eh
**Structure (SMILES)**: FN[N+]1=C(F)N1F

CARTESIAN COORDINATES (ANGSTROEM)
F (0.09, -0.13, 2.30)
N (0.37, 0.35, 1.06)
N (-0.48, 0.13, 0.04)
C (-0.68, -0.65, -0.96)
F (-1.40, -1.67, -1.16)
N (0.26, 0.40, -1.19)
F (1.58, 0.18, -1.05)
H (0.25, 1.38, 0.96)

Atom charges from the Löwdin analysis, given in e for atoms 1 to 5: atom 1 (F): 0.090, atom 2 (N): 0.108, atom 3 (N): 0.133, atom 4 (C): -0.097, atom 5 (F): 0.331

---

No. 3
This record from OMol25 describes an isolated ion of composition CHF3N3 and charge +1 in a non-equilibrium geometry. The level of theory is ωB97M-V with the def2-TZVPD basis set.

**Spin multiplicity**: 3
**Net charge**: +1
**Energy relative to the best compared isomer or geometry (same formula, charge and spin)**: 44.31 kcal per mole
**Calculated total energy**: -13653.8405 eV
**Strongest force on any atom**: 7.9 eV Å⁻¹
**⟨S²⟩**: 2.007
**LUMO (spin up / spin down)**: -0.239 / -0.364 Eh

CARTESIAN COORDINATES (ANGSTROEM)
C (1.45, -0.45, 0.12)
N (0.72, -1.41, -0.21)
N (0.14, -0.39, 0.65)
N (-0.93, 0.29, 0.07)
F (2.48, 0.27, 0.16)
F (-1.20, 1.41, 0.73)
F (-0.86, 0.68, -1.36)
H (-1.79, -0.40, -0.16)

Atom charges from the Löwdin analysis, given in e for atoms 1 to 5: atom 1 (C): -0.282, atom 2 (N): 0.348, atom 3 (N): 0.192, atom 4 (N): -0.075, atom 5 (F): 0.320

---

No. 4
This record from OMol25 describes CHF3NO3SYb as an isolated structure in a non-equilibrium geometry. The level of theory is ωB97M-V with the def2-TZVPD basis set.

**Spin multiplicity**: 2
**Energy relative to the best compared isomer or geometry (same formula, charge and spin)**: 22.73 kcal per mole
**Calculated total energy**: -59197.6662 eV
**Strongest force on any atom**: 4.9 eV Å⁻¹
**⟨S²⟩**: 0.752
**LUMO (spin up / spin down)**: -0.032 / -0.047 Eh

CARTESIAN COORDINATES (ANGSTROEM)
Yb (2.89, -0.86, -0.57)
O (1.76, 0.30, 1.13)
N (0.63, 1.05, 1.01)
S (-0.10, 0.76, -0.45)
O (0.80, -0.05, -1.33)
O (-0.70, 1.98, -0.99)
C (-1.54, -0.39, -0.17)
F (-1.10, -1.59, 0.15)
F (-2.28, 0.08, 0.81)
F (-2.27, -0.47, -1.27)
H (1.92, -0.82, 1.69)

Atom charges from the Löwdin analysis, given in e for atoms 1 to 5: atom 1 (Yb): 1.079, atom 2 (O): -0.542, atom 3 (N): -0.257, atom 4 (S): 0.662, atom 5 (O): -0.534

---

No. 5
This record from OMol25 describes CHF3NO4S2Sr as an isolated structure in a non-equilibrium geometry. The level of theory is ωB97M-V with the def2-TZVPD basis set.

**Spin multiplicity**: 1
**Net charge**: +1
**Energy relative to the best compared isomer or geometry (same formula, charge and spin)**: 3.81 kcal per mole
**Calculated total energy**: -41381.2702 eV
**Strongest force on any atom**: 1.8 eV Å⁻¹
**LUMO**: -0.221 Eh

CARTESIAN COORDINATES (ANGSTROEM)
N (1.06, 0.55, 0.86)
S (0.95, 1.90, 0.17)
O (2.01, 2.83, 0.34)
O (-0.18, 2.20, -0.70)
S (-0.12, -0.63, 0.83)
O (-1.16, -0.35, -0.17)
O (-0.51, -0.93, 2.18)
C (0.87, -2.07, 0.11)
F (1.26, -1.74, -1.10)
F (1.89, -2.30, 0.89)
F (0.06, -3.09, 0.08)
H (-3.85, 2.35, -1.93)
Sr (-2.29, 1.29, -1.56)

Atom charges from the Löwdin analysis, given in e for atoms 1 to 5: atom 1 (N): -0.250, atom 2 (S): 0.830, atom 3 (O): -0.145, atom 4 (O): -0.437, atom 5 (S): 0.744

---

No. 6
This record from OMol25 describes a 2-piece molecular cluster, CHF3O2S overall in a non-equilibrium geometry. The level of theory is ωB97M-V with the def2-TZVPD basis set.

**Spin multiplicity**: 3
**Energy relative to the best compared isomer or geometry (same formula, charge and spin)**: 79.46 kcal per mole
**Calculated total energy**: -24128.1637 eV
**Strongest force on any atom**: 3.2 eV Å⁻¹
**⟨S²⟩**: 2.006
**LUMO (spin up / spin down)**: 0.012 / -0.196 Eh

CARTESIAN COORDINATES (ANGSTROEM)
C (-1.81, 0.77, 0.00)
O (-0.70, -0.55, -2.10)
O (-0.89, -1.62, 0.17)
F (-0.04, 2.05, 0.65)
F (-2.32, 0.39, 1.11)
F (-2.49, 1.78, -0.46)
S (-0.61, -0.53, -0.69)
H (0.50, -0.07, -0.12)

Atom charges from the Löwdin analysis, given in e for atoms 1 to 5: atom 1 (C): -0.489, atom 2 (O): -0.292, atom 3 (O): -0.309, atom 4 (F): 0.031, atom 5 (F): 0.126

---

No. 7
This record from OMol25 describes a 2-piece molecular cluster, CHF4N overall in a non-equilibrium geometry. The level of theory is ωB97M-V with the def2-TZVPD basis set.

**Spin multiplicity**: 1
**Energy relative to the best compared isomer or geometry (same formula, charge and spin)**: 97.58 kcal per mole
**Calculated total energy**: -13407.0398 eV
**Strongest force on any atom**: 2.1 eV Å⁻¹
**LUMO (spin up / spin down)**: 0.012 / -0.010 Eh

CARTESIAN COORDINATES (ANGSTROEM)
C (-0.95, 0.27, -0.02)
N (1.28, -0.30, -0.50)
F (-0.88, 0.94, 1.10)
F (-1.29, 1.02, -1.04)
F (1.91, 0.38, 0.49)
F (1.27, -1.58, -0.05)
H (-1.36, -0.73, 0.02)

Atom charges from the Löwdin analysis, given in e for atoms 1 to 5: atom 1 (C): -0.236, atom 2 (N): 0.015, atom 3 (F): 0.109, atom 4 (F): 0.109, atom 5 (F): -0.059

---

No. 8
This record from OMol25 describes a 2-piece molecular cluster, CHF4NO overall in a non-equilibrium geometry. The level of theory is ωB97M-V with the def2-TZVPD basis set.

**Spin multiplicity**: 1
**Energy relative to the best compared isomer or geometry (same formula, charge and spin)**: 0.00 kcal per mole
**Calculated total energy**: -15456.8840 eV
**Strongest force on any atom**: 2.7 eV Å⁻¹
**LUMO**: 0.015 Eh
**Structure (SMILES)**: O=C(F)F.FNF

CARTESIAN COORDINATES (ANGSTROEM)
O (-1.74, 2.42, 1.99)
C (-0.71, 2.82, 2.32)
F (-0.44, 3.60, 3.36)
F (0.46, 2.51, 1.73)
F (0.65, -1.14, 1.22)
N (-0.61, -1.03, 0.63)
F (-0.31, -1.00, -0.71)
H (-0.83, -0.12, 1.02)

Atom charges from the Löwdin analysis, given in e for atoms 1 to 5: atom 1 (O): 0.235, atom 2 (C): -0.553, atom 3 (F): 0.174, atom 4 (F): 0.149, atom 5 (F): -0.073

---

| no. | molar mass (g/mol) |
| --- | --- |
| 1 | 98.03 |
| 2 | 112.03 |
| 3 | 112.03 |
| 4 | 337.12 |
| 5 | 299.77 |
| 6 | 134.08 |
| 7 | 103.02 |
| 8 | 119.02 |